Here is a structure of composition C39H34Ge2N2OS2Y at a distorted geometry from OMol25. Energies are from the ωB97M-V functional and the def2-TZVPD basis.

Results
- gap between HOMO and LUMO (eV) = 6.41
- total energy (hartree) = -6679.61702
- highest occupied orbital energy (eV) = -9.89
- LUMO energy (eV) = -3.5
- total charge = +1

Element x y z (Å)
Y1 0.856 -0.758 0.416
C1 3.647 -0.550 4.851
O1 3.234 0.396 3.843
C2 2.479 0.022 2.835
S1 1.884 -1.563 2.766
S2 2.458 1.431 1.786
H1 4.281 0.023 5.518
H2 4.201 -1.364 4.388
H3 2.777 -0.935 5.379
Ge1 -0.527 -3.164 -0.495
C3 -2.406 -3.585 -0.861
C4 -3.098 -4.468 -0.035
C5 -4.451 -4.715 -0.222
C6 -5.138 -4.078 -1.247
C7 -4.460 -3.206 -2.088
C8 -3.106 -2.964 -1.894
C9 0.207 -2.382 -2.179
C10 1.013 -3.055 -3.104
C11 1.656 -2.380 -4.129
C12 1.517 -1.000 -4.266
C13 0.708 -0.309 -3.381
C14 0.074 -1.003 -2.351
H4 0.173 -4.545 -0.442
H5 -2.577 -4.980 0.770
H6 -4.970 -5.409 0.427
H7 -6.192 -4.271 -1.397
H8 -4.985 -2.720 -2.901
H9 -2.592 -2.286 -2.566
H10 1.132 -4.130 -3.020
H11 2.265 -2.929 -4.837
H12 2.019 -0.479 -5.071
H13 0.561 0.758 -3.497
H14 -0.616 -0.440 -1.717
N1 7.352 -2.544 -3.539
C15 6.409 -2.275 -2.943
C16 5.233 -1.939 -2.199
C17 4.906 -0.604 -1.964
C18 3.766 -0.331 -1.237
N2 2.954 -1.289 -0.775
C19 3.264 -2.565 -1.020
C20 4.401 -2.940 -1.708
H15 5.532 0.197 -2.330
H16 3.485 0.690 -1.013
H17 2.579 -3.316 -0.641
H18 4.622 -3.984 -1.873
C21 1.206 1.522 0.398
Ge2 -0.493 2.372 0.963
C22 -1.214 3.255 -0.601
C23 -0.774 2.917 -1.878
C24 -1.327 3.507 -3.005
C25 -2.335 4.452 -2.864
C26 -2.780 4.805 -1.597
C27 -2.221 4.210 -0.475
C28 -0.339 3.489 2.533
C29 0.572 4.545 2.532
C30 0.699 5.373 3.635
C31 -0.088 5.154 4.759
C32 -1.001 4.109 4.773
C33 -1.124 3.283 3.664
C34 -1.553 0.758 1.317
C35 -1.243 -0.058 2.412
C36 -1.950 -1.230 2.664
C37 -3.010 -1.584 1.841
C38 -3.325 -0.798 0.740
C39 -2.588 0.349 0.468
H19 1.817 2.189 -0.215
H20 0.019 2.186 -1.997
H21 -0.974 3.237 -3.992
H22 -2.768 4.917 -3.739
H23 -3.561 5.545 -1.484
H24 -2.573 4.500 0.510
H25 1.189 4.732 1.658
H26 1.408 6.191 3.621
H27 0.008 5.800 5.621
H28 -1.620 3.942 5.644
H29 -1.847 2.474 3.684
H30 -0.482 0.252 3.124
H31 -1.689 -1.845 3.516
H32 -3.581 -2.481 2.040
H33 -4.136 -1.091 0.088
H34 -2.845 0.958 -0.392

Atom charges from the Mulliken analysis, given in e for atoms 1 to 4: number 1, Y, carries -0.63; number 2, C, carries -0.82; number 3, O, carries -0.23; number 4, C, carries 0.94